[1]
{
  "formula": "C41H42B2N4O2P2S2V",
  "method": "ωB97M-V/def2-TZVPD",
  "species": ["V", "C", "C", "P", "C", "C", "C", "C", "C", "C", "C", "C", "C", "C", "C", "C", "C", "P", "C", "C", "C", "C", "C", "C", "C", "C", "C", "C", "C", "C", "H", "H", "H", "H", "H", "H", "H", "H", "H", "H", "H", "H", "H", "H", "H", "H", "H", "H", "H", "H", "H", "H", "H", "H", "H", "H", "C", "N", "C", "C", "N", "B", "N", "C", "C", "N", "C", "C", "S", "C", "S", "H", "H", "H", "H", "H", "H", "H", "H", "H", "H", "H", "H", "O", "B", "O", "C", "C", "C", "C", "C", "C", "H", "H", "H", "H"],
  "coordinates": [[0.090, -0.926, 0.630], [1.960, -1.928, -2.634], [1.956, -0.423, -2.348], [1.976, 0.141, -0.622], [3.457, -0.425, 0.214], [3.567, -0.050, 1.552], [4.770, -0.249, 2.213], [5.837, -0.832, 1.548], [5.728, -1.181, 0.220], [4.538, -0.971, -0.458], [2.149, 1.908, -0.523], [3.149, 2.504, -1.269], [3.511, 3.804, -0.986], [2.926, 4.471, 0.083], [1.939, 3.854, 0.844], [1.534, 2.567, 0.537], [0.752, -2.694, -2.068], [0.900, -2.877, -0.277], [-0.192, -1.199, 2.483], [0.835, -1.728, 3.256], [0.518, -2.284, 4.476], [-0.811, -2.328, 4.889], [-1.845, -1.822, 4.111], [-1.540, -1.268, 2.870], [1.346, -4.506, 0.194], [0.423, -5.520, -0.044], [0.793, -6.826, 0.209], [2.082, -7.115, 0.651], [2.989, -6.093, 0.878], [2.631, -4.779, 0.663], [2.872, -2.389, -2.271], [1.952, -2.043, -3.719], [1.052, 0.009, -2.788], [2.818, 0.025, -2.845], [2.754, 0.470, 2.045], [4.891, 0.056, 3.248], [6.788, -0.987, 2.064], [6.583, -1.601, -0.307], [4.480, -1.192, -1.524], [3.662, 1.924, -2.027], [4.302, 4.273, -1.563], [3.229, 5.488, 0.336], [1.465, 4.385, 1.660], [0.774, 2.066, 1.118], [0.698, -3.673, -2.542], [-0.152, -2.137, -2.304], [1.869, -1.684, 2.936], [1.299, -2.676, 5.115], [-1.032, -2.751, 5.857], [-2.869, -1.882, 4.446], [-2.329, -0.884, 2.242], [-0.569, -5.281, -0.429], [0.085, -7.621, 0.033], [2.381, -8.140, 0.810], [3.986, -6.316, 1.232], [3.337, -3.983, 0.833], [-2.595, 2.450, 2.838], [-2.722, 3.606, 1.980], [-2.837, 4.917, 2.396], [-2.918, 5.691, 1.275], [-2.903, 4.872, 0.189], [-3.336, 5.245, -1.285], [-2.179, 4.946, -2.343], [-2.018, 5.769, -3.430], [-1.199, 5.162, -4.330], [-0.874, 3.939, -3.807], [-0.011, 2.954, -4.441], [-1.470, 3.841, -2.606], [-1.071, 2.531, -1.490], [-2.776, 3.624, 0.636], [-2.771, 2.205, -0.399], [-2.558, 2.806, 3.855], [-1.687, 1.899, 2.631], [-3.453, 1.780, 2.741], [-2.846, 5.172, 3.448], [-3.070, 6.757, 1.177], [-3.507, 6.413, -1.283], [-4.278, 4.586, -1.568], [-2.524, 6.714, -3.482], [-0.856, 5.482, -5.305], [0.202, 3.304, -5.437], [-0.528, 2.003, -4.520], [0.919, 2.839, -3.885], [-3.028, -0.739, -0.262], [-1.788, -1.369, -0.327], [-1.915, -2.757, -0.494], [-3.263, -2.970, -0.535], [-3.896, -4.177, -0.655], [-5.283, -4.096, -0.658], [-5.957, -2.888, -0.532], [-5.298, -1.668, -0.387], [-3.929, -1.760, -0.394], [-3.355, -5.108, -0.738], [-5.857, -5.015, -0.740], [-7.042, -2.917, -0.517], [-5.816, -0.726, -0.269]],
  "e_lumo_ev": [-9.383, -9.362],
  "orbital_gap_ev": [6.00, 6.02],
  "total_charge": 3,
  "multiplicity": 1
}



[2]
{
  "formula": "C4H4",
  "method": "ωB97M-V/def2-TZVPD",
  "species": ["C", "C", "C", "C", "H", "H", "H", "H"],
  "coordinates": [[-1.133, 0.882, -0.190], [-0.092, 0.807, -1.090], [0.499, -0.525, -0.655], [-0.339, -0.004, 0.444], [-2.038, 1.546, -0.202], [-0.148, -1.388, -1.050], [1.548, -0.763, -0.392], [0.182, 0.197, 1.848]],
  "e_lumo_ev": [0.893, -1.238],
  "orbital_gap_ev": [6.66, 9.15],
  "total_charge": 0,
  "multiplicity": 3
}



[3]
{
  "formula": "C6H11N2O",
  "method": "ωB97M-V/def2-TZVPD",
  "species": ["C", "C", "C", "C", "C", "C", "N", "N", "O", "H", "H", "H", "H", "H", "H", "H", "H", "H", "H", "H"],
  "coordinates": [[2.051, 1.270, 0.201], [2.469, 0.028, 0.454], [0.667, 1.202, -0.248], [1.338, -0.937, 0.211], [-2.014, -0.591, 0.487], [-1.013, -0.581, -0.665], [0.274, -0.057, -0.257], [-0.075, 2.241, -0.579], [1.544, -1.915, -0.750], [2.605, 2.185, 0.289], [3.441, -0.287, 0.786], [1.025, -1.383, 1.176], [-2.171, 0.408, 0.886], [-2.965, -0.973, 0.130], [-1.672, -1.236, 1.292], [-0.836, -1.596, -1.026], [-1.389, 0.016, -1.499], [0.317, 3.169, -0.562], [-1.024, 2.135, -0.905], [2.264, -2.506, -0.496]],
  "e_lumo_ev": -4.051,
  "orbital_gap_ev": 10.40,
  "total_charge": 1,
  "multiplicity": 1
}



[4]
{
  "formula": "C3LiO6Tl",
  "method": "ωB97M-V/def2-TZVPD",
  "species": ["C", "O", "C", "O", "O", "Li", "Tl", "O", "O", "O", "C"],
  "coordinates": [[-1.037, -0.457, -1.378], [-1.436, -0.326, -2.532], [-1.784, -1.315, -0.303], [-1.200, -1.304, 0.838], [-2.803, -1.906, -0.607], [0.256, 0.730, -2.895], [0.426, -0.277, 0.888], [0.066, 0.094, -0.986], [3.280, 2.372, 2.654], [1.712, 0.821, 1.961], [2.520, 1.567, 2.359]],
  "e_lumo_ev": -11.735,
  "orbital_gap_ev": 6.73,
  "total_charge": 2,
  "multiplicity": 1
}